ORCA calculation (ωB97M-V/def2-TZVPD) on 6 unconnected molecules or ions with the total composition C31H50Br2Cl15FN2O5PS.

Each line ends with the Löwdin charge.
Positions of all 108 atoms, in Å:
C: 2.51512 5.34171 0.96268  -0.10
C: 2.43175 3.81637 0.82421  -0.25
C: 1.12383 3.32715 1.44498  -0.19
C: 0.85831 1.82893 1.27263  -0.16
O: 0.09620 1.67332 0.07425  -0.08
C: -0.49010 0.47184 -0.29262  -0.25
N: -1.31328 0.89365 -1.50073  0.14
C: -2.53369 0.07804 -1.74976  -0.47
N: -3.41816 0.58257 -2.77470  0.13
C: -3.05579 1.44292 -3.57156  -0.33
O: -2.70572 2.24426 -4.31913  0.23
P: -1.72111 -1.45250 -2.62292  0.52
S: -0.98650 -0.89111 -4.32217  0.28
C: -3.43878 -0.19269 -0.48124  -0.17
C: -3.99626 -1.61199 -0.67283  -0.34
F: -3.08836 -2.58675 -0.25628  -0.07
C: -5.40044 -2.04751 -0.23337  -0.22
C: -5.48553 -2.76341 1.12798  -0.11
C: -2.75348 0.26088 0.88103  -0.26
C: -2.66123 1.85968 1.00613  -0.10
C: -3.06437 2.80412 -0.12257  -0.23
O: -3.95774 3.81952 0.33506  -0.06
C: -3.66699 0.00772 2.08618  -0.52
Br: -5.52274 0.47824 1.67687  0.97
C: -3.53717 -0.16393 3.40087  -0.71
C: -4.59093 -0.33445 4.44685  -0.18
Br: -1.81730 -0.02723 4.25324  0.88
C: -1.32971 -0.38047 0.67498  -0.17
C: -0.43557 -1.05264 1.74369  -0.20
C: 0.51923 -2.07971 1.05959  -0.16
C: 1.88241 -2.23690 1.75450  -0.17
C: 3.03073 -2.22837 0.71349  -0.19
C: 3.59635 -0.80411 0.56586  -0.16
C: 5.06443 -0.71672 0.15148  -0.17
O: 5.34058 0.53241 -0.50972  0.01
C: 4.83844 0.62750 -1.75625  -0.53
C: 4.19684 1.94423 -2.06172  -0.01
O: 4.87022 -0.27943 -2.54879  0.09
H: 2.13908 5.61910 1.94927  0.07
H: 3.52776 5.71625 0.84915  0.07
H: 1.84563 5.82708 0.25311  0.08
H: 2.41344 3.55638 -0.23418  0.09
H: 3.26596 3.36035 1.35750  0.12
H: 0.30268 3.85863 0.95230  0.10
H: 1.05112 3.60163 2.49747  0.12
H: 0.25212 1.54190 2.13028  0.10
H: 1.81686 1.30977 1.26198  0.12
H: 0.26927 -0.20661 -0.68959  0.14
H: -0.67827 0.75018 -2.31215  0.12
H: -1.41658 1.91527 -1.48331  0.16
H: -0.71041 -1.89857 -1.75638  -0.02
H: -2.62431 -2.50778 -2.75153  0.01
H: -4.30271 0.45345 -0.60358  0.09
H: -4.15069 -1.68721 -1.75273  0.10
H: -6.11898 -1.24221 -0.33965  0.08
H: -5.72854 -2.79499 -0.95828  0.10
H: -6.38149 -2.44877 1.65868  0.07
H: -4.66102 -2.47980 1.78190  0.06
H: -5.48356 -3.84086 1.00552  0.04
H: -3.28948 2.19592 1.82998  0.08
H: -1.68458 2.09574 1.41113  0.10
H: -3.49811 2.36252 -1.01979  0.10
H: -2.16191 3.33957 -0.46145  0.12
H: -3.63406 4.65388 -0.01826  0.10
H: -4.22530 -0.04426 5.42663  0.06
H: -5.51522 0.20402 4.27179  0.04
H: -4.82220 -1.39993 4.52856  0.10
H: -1.46827 -1.29825 0.10448  0.09
H: -1.10269 -1.68661 2.31545  0.08
H: 0.16686 -0.40943 2.36252  0.04
H: 0.66772 -1.87486 -0.00267  0.07
H: 0.03588 -3.05698 1.09115  0.12
H: 1.93551 -3.19301 2.27307  0.11
H: 2.08530 -1.47054 2.50232  0.11
H: 3.78009 -2.96676 0.99461  0.07
H: 2.63468 -2.52251 -0.25911  0.07
H: 3.49456 -0.23709 1.49407  0.11
H: 2.95590 -0.27686 -0.15142  0.11
H: 5.32668 -1.58527 -0.44911  0.09
H: 5.65834 -0.69660 1.05918  0.11
H: 4.76178 2.77619 -1.65552  0.07
H: 4.08410 2.01084 -3.13994  0.01
H: 3.19067 1.93945 -1.63544  0.07
C: 7.46936 -3.73807 1.08865  -1.51
Cl: 6.65120 -4.17073 -0.41722  0.51
Cl: 8.49117 -2.31879 0.88155  0.55
Cl: 6.22353 -3.45347 2.30989  0.55
H: 8.09269 -4.56204 1.40892  0.02
C: -4.45411 -6.95268 -0.90978  -1.54
Cl: -4.66026 -7.57867 -2.54094  0.54
Cl: -3.89708 -5.27257 -0.94521  0.56
Cl: -5.94984 -7.08083 0.01284  0.54
H: -3.69703 -7.54357 -0.41195  0.01
C: 3.70315 -3.01176 -3.52444  -1.52
Cl: 1.98909 -2.63633 -3.25763  0.50
Cl: 4.24767 -4.25713 -2.39443  0.52
Cl: 3.97940 -3.50586 -5.18985  0.56
H: 4.26860 -2.11279 -3.33179  -0.03
C: -3.64587 5.14919 3.31114  -1.55
Cl: -4.19260 3.86449 4.38178  0.55
Cl: -4.05330 6.73048 3.96278  0.56
Cl: -1.90208 5.03648 3.00415  0.53
H: -4.15473 5.02293 2.36569  -0.02
C: 6.48043 2.49550 -5.20720  -1.53
Cl: 6.52972 3.57319 -3.80682  0.56
Cl: 4.81846 2.01148 -5.56342  0.56
Cl: 7.22122 3.26078 -6.60582  0.55
H: 7.04418 1.60323 -4.96902  0.02

Force components x, y, z for each atom (eV/Å):
C -0.323 -0.319 0.195
C -0.559 0.570 0.398
C -0.123 -0.024 -0.649
C -0.164 1.032 0.877
O -0.102 0.208 -0.575
C 0.395 -0.511 0.637
N 0.853 0.311 -0.497
C -0.895 -1.228 0.230
N 0.482 0.720 0.168
C 0.416 -0.585 -0.102
O -0.349 0.312 -0.107
P 0.494 -0.243 -0.928
S 0.111 0.351 0.222
C 0.039 0.587 0.642
C -1.381 0.074 -0.202
F 0.323 0.123 -0.281
C -0.038 -0.801 0.518
C 0.012 0.761 0.223
C -0.008 0.706 -0.438
C -0.341 -0.169 0.365
C 0.771 0.998 -0.399
O 0.093 -0.249 0.176
C -0.710 -0.694 0.135
Br 0.269 0.125 -0.118
C 0.890 0.363 0.043
C -0.182 -0.339 0.400
Br -0.259 0.077 -0.008
C 0.391 -0.011 0.403
C 0.279 -0.870 -0.871
C -0.166 0.044 0.603
C 0.499 -0.512 -0.818
C -0.108 0.500 0.506
C -0.100 0.143 -0.092
C -0.224 -0.314 0.179
O -0.522 0.038 0.164
C 0.069 0.026 -0.182
C -0.024 -0.137 -0.208
O -0.128 -0.264 0.090
H 0.238 0.133 0.104
H 0.008 0.099 -0.106
H 0.131 0.072 -0.156
H 0.395 -0.233 0.023
H 0.149 -0.198 -0.300
H -0.114 -0.003 0.075
H 0.208 -0.110 0.102
H 0.021 -0.401 -0.046
H -0.188 -0.454 -0.216
H 0.097 0.121 -0.093
H -0.251 -0.015 -0.247
H -0.457 -0.062 0.436
H -0.301 -0.130 0.251
H -0.123 0.059 0.367
H -0.046 -0.012 -0.265
H 0.581 -0.047 -0.124
H 0.154 0.238 0.085
H 0.173 0.075 -0.225
H -0.165 -0.205 -0.054
H 0.117 -0.134 -0.015
H 0.016 -0.052 0.040
H -0.312 -0.275 -0.078
H 0.206 0.107 -0.324
H -0.210 -0.390 0.197
H 0.081 -0.155 -0.053
H -0.185 0.048 0.009
H 0.136 0.115 -0.036
H 0.025 0.032 -0.231
H -0.126 -0.017 -0.088
H -0.537 0.226 -0.220
H -0.009 0.380 0.506
H -0.287 0.148 0.244
H 0.160 0.094 0.029
H -0.165 0.011 -0.190
H -0.242 0.005 0.143
H -0.210 0.103 0.032
H 0.216 0.211 -0.032
H 0.135 -0.269 -0.012
H -0.062 -0.120 0.130
H 0.153 0.063 -0.179
H 0.263 0.176 -0.225
H 0.307 -0.105 -0.136
H -0.059 0.066 0.062
H 0.092 0.209 0.123
H 0.068 -0.026 0.231
C -0.239 0.085 -0.166
Cl 0.401 -0.004 0.050
Cl -0.035 -0.053 -0.005
Cl 0.152 0.001 0.336
H -0.039 -0.031 0.010
C -0.120 -0.053 -0.100
Cl 0.020 0.009 0.018
Cl 0.088 -0.072 0.017
Cl 0.025 0.010 0.014
H 0.017 0.018 0.010
C 0.117 -0.164 -0.058
Cl -0.028 0.063 0.000
Cl -0.247 0.021 -0.158
Cl -0.058 0.015 0.057
H 0.018 0.100 0.043
C -0.074 0.170 0.000
Cl 0.068 -0.149 0.020
Cl 0.010 -0.013 -0.004
Cl -0.021 -0.102 -0.041
H 0.032 -0.052 -0.018
C -0.006 0.066 -0.067
Cl 0.128 0.013 -0.060
Cl 0.043 -0.027 -0.177
Cl 0.002 -0.020 0.005
H -0.015 -0.006 0.036

charge = +1
DFT total energy = -14586.873604 hartree
frontier orbital gap = 0.34545 hartree